1.
{
  "formula": "C2H6N2O3",
  "method": "wB97M-V/def2-TZVPD",
  "total_charge": 1,
  "homo_lumo_gap_ha": [0.382, 0.203],
  "multiplicity": 2,
  "homo_energy_ha": [-0.5697, -0.5679],
  "total_energy_ev": -11284.613,
  "symbols": ["O", "C", "N", "C", "N", "O", "H", "H", "H", "H", "H", "H", "O"],
  "positions_angstrom": [[0.26, 1.08, 1.25], [-0.22, 1.61, 0.25], [-0.68, 1.22, -0.91], [-0.91, -0.16, -1.41], [-0.87, -1.06, -0.41], [-1.13, -0.31, -2.57], [-0.40, 2.71, 0.31], [-0.74, 1.87, -1.70], [-0.19, -0.97, 0.33], [-1.08, -2.01, -0.67], [1.66, -0.92, 2.42], [2.62, -1.64, 1.54], [1.69, -1.41, 1.59]],
  "mulliken_charge": [-0.108, 0.311, -0.064, 0.440, -0.300, -0.422, 0.368, 0.299, 0.167, 0.268, 0.330, 0.325, -0.613]
}

2.
{
  "formula": "C2H6N2OS",
  "method": "wB97M-V/def2-TZVPD",
  "total_charge": 0,
  "homo_lumo_gap_ha": 0.339,
  "homo_energy_ha": -0.3076,
  "total_energy_ev": -18029.777,
  "symbols": ["C", "N", "O", "H", "H", "H", "C", "N", "S", "H", "H", "H"],
  "positions_angstrom": [[-1.40, 1.48, -0.05], [-1.73, 0.36, -0.63], [-1.25, -0.75, -0.28], [-1.86, 2.48, -0.36], [-0.76, 1.50, 0.84], [-2.53, 0.34, -1.34], [1.15, -1.14, 1.16], [1.28, -0.52, 0.10], [2.41, -1.00, -0.99], [0.24, -0.97, 1.76], [1.81, -2.04, 1.38], [2.65, 0.26, -1.59]],
  "mulliken_charge": [-0.373, 0.162, -0.527, 0.233, 0.250, 0.257, -0.343, -0.117, -0.179, 0.246, 0.253, 0.137]
}

3.
{
  "formula": "C2H6N2P",
  "method": "wB97M-V/def2-TZVPD",
  "total_charge": 1,
  "homo_lumo_gap_ha": 0.331,
  "homo_energy_ha": -0.5087,
  "total_energy_ev": -14431.165,
  "symbols": ["C", "C", "N", "N", "P", "H", "H", "H", "H", "H", "H"],
  "positions_angstrom": [[0.31, 0.68, 0.89], [-0.90, -0.66, -0.50], [-0.51, -0.31, 0.87], [0.68, 1.22, -0.21], [0.09, 0.39, -1.67], [0.61, 0.87, 1.89], [-0.60, -1.68, -0.73], [-2.08, -0.85, -0.61], [-0.66, -0.85, 1.64], [1.31, 1.99, -0.19], [1.75, -0.79, -1.38]],
  "mulliken_charge": [0.006, -0.479, -0.042, -0.170, 0.107, 0.395, 0.323, 0.360, 0.190, 0.247, 0.062]
}

4.
{
  "formula": "C2H6N2S",
  "method": "wB97M-V/def2-TZVPD",
  "total_charge": 0,
  "homo_lumo_gap_ha": 0.316,
  "homo_energy_ha": -0.2945,
  "total_energy_ev": -15984.877,
  "symbols": ["C", "N", "C", "N", "S", "H", "H", "H", "H", "H", "H"],
  "positions_angstrom": [[1.64, -0.76, -0.06], [0.36, 0.13, -0.18], [-1.01, -0.03, -0.17], [-1.75, 1.14, -0.09], [-1.64, -1.62, -0.05], [1.36, -1.22, 0.95], [1.68, -1.44, -0.88], [2.61, -0.08, 0.32], [0.75, 0.97, -0.39], [-1.11, 1.80, 0.58], [-2.88, 1.11, -0.02]],
  "mulliken_charge": [-0.789, -0.357, 0.365, -0.521, -0.381, 0.298, 0.291, 0.280, 0.250, 0.263, 0.300]
}

5.
{
  "formula": "C2H6N2S",
  "method": "wB97M-V/def2-TZVPD",
  "total_charge": 0,
  "homo_lumo_gap_ha": 0.329,
  "homo_energy_ha": -0.3049,
  "total_energy_ev": -15985.351,
  "symbols": ["C", "C", "S", "N", "N", "H", "H", "H", "H", "H", "H"],
  "positions_angstrom": [[-0.27, -1.18, -0.47], [-0.71, -0.18, 0.67], [-1.78, -0.66, 1.85], [0.07, 0.95, 0.67], [0.92, 1.29, -0.40], [-1.12, -1.93, -0.62], [0.62, -1.64, -0.06], [-0.08, -0.68, -1.43], [0.01, 1.64, 1.37], [1.78, 0.87, -0.23], [0.56, 1.52, -1.35]],
  "mulliken_charge": [-0.912, 0.274, -0.336, -0.009, -0.592, 0.306, 0.272, 0.309, 0.202, 0.229, 0.258]
}

6.
{
  "formula": "C2H6N2S",
  "method": "wB97M-V/def2-TZVPD",
  "total_charge": 0,
  "homo_lumo_gap_ha": 0.358,
  "homo_energy_ha": -0.3286,
  "total_energy_ev": -15985.620,
  "symbols": ["C", "N", "C", "N", "S", "H", "H", "H", "H", "H", "H"],
  "positions_angstrom": [[-0.88, -0.14, -1.80], [-0.43, -0.82, -0.60], [0.08, -0.01, 0.24], [0.50, -0.34, 1.49], [1.86, 0.48, 2.11], [-1.89, -0.48, -2.07], [-0.25, -0.44, -2.67], [-0.91, 1.01, -1.78], [0.25, 1.07, -0.03], [0.40, -1.23, 1.89], [1.27, 0.91, 3.22]],
  "mulliken_charge": [-0.624, -0.483, 0.073, -0.236, -0.158, 0.242, 0.237, 0.263, 0.263, 0.288, 0.134]
}

7.
{
  "formula": "C2H6N2S",
  "method": "wB97M-V/def2-TZVPD",
  "total_charge": 0,
  "homo_lumo_gap_ha": 0.325,
  "homo_energy_ha": -0.3024,
  "total_energy_ev": -15985.007,
  "symbols": ["C", "C", "S", "N", "N", "H", "H", "H", "H", "H", "H"],
  "positions_angstrom": [[-0.77, 1.35, 0.03], [-0.89, -0.14, -0.09], [-2.44, -0.86, 0.10], [0.24, -1.01, -0.14], [1.61, -0.66, 0.21], [-0.12, 1.63, -0.85], [-1.77, 1.85, 0.14], [-0.02, 1.58, 0.81], [-0.03, -1.93, -0.51], [1.96, -1.16, 0.93], [2.24, -0.65, -0.63]],
  "mulliken_charge": [-0.883, 0.325, -0.344, -0.142, -0.484, 0.262, 0.297, 0.307, 0.210, 0.216, 0.236]
}

8.
{
  "formula": "C2H6N2S",
  "method": "wB97M-V/def2-TZVPD",
  "total_charge": 0,
  "homo_lumo_gap_ha": 0.367,
  "homo_energy_ha": -0.3381,
  "total_energy_ev": -15985.199,
  "symbols": ["N", "C", "C", "N", "S", "H", "H", "H", "H", "H", "H"],
  "positions_angstrom": [[1.80, -0.79, 0.03], [1.14, 0.55, 0.02], [-0.41, 0.57, -0.07], [-1.12, -0.46, 0.09], [-2.85, -0.06, 0.03], [1.39, -1.28, -0.83], [1.22, -1.17, 0.75], [1.60, 1.20, -0.76], [1.40, 1.10, 1.03], [-0.77, 1.62, -0.06], [-3.40, -1.28, -0.24]],
  "mulliken_charge": [-0.634, -0.552, 0.060, -0.369, -0.178, 0.272, 0.295, 0.342, 0.278, 0.327, 0.159]
}

9.
{
  "formula": "C2H6N2S",
  "method": "wB97M-V/def2-TZVPD",
  "total_charge": 0,
  "homo_lumo_gap_ha": 0.340,
  "homo_energy_ha": -0.3385,
  "total_energy_ev": -15982.173,
  "symbols": ["C", "C", "H", "H", "H", "H", "H", "H", "N", "N", "S"],
  "positions_angstrom": [[-1.48, -0.95, 0.19], [-0.08, 1.04, -0.32], [-1.64, -1.85, -0.61], [-0.47, -1.37, 0.76], [-2.52, -0.85, 1.03], [-0.10, 2.18, -0.91], [1.66, 1.60, 1.19], [2.61, -0.54, -1.37], [-1.17, 0.40, -0.42], [1.09, 0.90, 0.56], [2.11, -0.54, -0.10]],
  "mulliken_charge": [-0.531, 0.093, 0.227, 0.184, 0.234, 0.238, 0.294, 0.145, -0.322, -0.364, -0.199]
}

10.
{
  "formula": "C2H6N2S2",
  "method": "wB97M-V/def2-TZVPD",
  "total_charge": 0,
  "homo_lumo_gap_ha": 0.345,
  "homo_energy_ha": -0.3175,
  "total_energy_ev": -26821.280,
  "symbols": ["C", "S", "C", "S", "N", "N", "H", "H", "H", "H", "H", "H"],
  "positions_angstrom": [[-2.45, 0.41, 0.02], [-1.25, -0.90, -0.09], [0.32, -0.03, -0.10], [0.46, 1.63, -0.08], [1.35, -0.89, -0.08], [2.72, -0.49, 0.01], [-2.34, 1.11, -0.80], [-2.31, 0.95, 0.97], [-3.39, -0.11, 0.05], [1.17, -1.91, 0.06], [2.83, 0.09, 0.83], [2.88, 0.14, -0.78]],
  "mulliken_charge": [-0.876, -0.092, 0.318, -0.332, -0.057, -0.700, 0.307, 0.309, 0.335, 0.222, 0.279, 0.286]
}